Entry from OMol25: one molecule with the formula C3H3Br at a distorted geometry (the ωB97M-V functional and the def2-TZVPD basis).

The value obtained for the LUMO energy is 0.6932 eV. For the energy above the lowest of the compared OMol25 structures with the same formula, charge and spin, the calculation gives 2.964 eV. The calculation puts the energy at -73197.014 eV. For the HOMO energy, the calculation gives -0.312 Eh. The calculation puts the HOMO-LUMO gap at 0.3375 hartree. Its total charge is 0.

Atoms and positions in Å:
H (-0.67, 1.71, 0.29)
H (-1.53, -0.19, 0.77)
C (0.21, 0.01, -0.77)
C (-0.69, 0.40, 0.26)
H (0.44, 0.63, -1.61)
C (0.39, -0.80, 0.18)
Br (1.84, -1.76, 0.87)



Entry from OMol25: one molecule with the formula C4H6O at a distorted geometry (the ωB97M-V functional and the def2-TZVPD basis).

The value obtained for the LUMO energy is 0.8415 eV. For the energy above the lowest of the compared OMol25 structures with the same formula, charge and spin, the calculation gives 1.373 eV. The calculation puts the energy at -6290.545 eV. For the HOMO energy, the calculation gives -0.320 Eh. The calculation puts the HOMO-LUMO gap at 0.3505 hartree. Its total charge is 0.

Atoms and positions in Å:
H (-0.83, -1.53, 1.46)
H (-1.74, 0.73, 0.23)
H (-1.37, 1.23, -2.32)
H (0.33, 0.47, -2.20)
C (0.34, -0.18, 0.38)
O (1.47, 0.57, 0.47)
H (1.12, -1.76, 1.56)
C (-0.56, 0.81, -1.72)
C (-0.79, 0.45, -0.42)
H (1.85, 0.46, 1.37)
C (0.19, -1.25, 1.19)



Entry from OMol25: a 2-piece molecular cluster, CH3ClN2O2 overall at a distorted geometry (the ωB97M-V functional and the def2-TZVPD basis).

The value obtained for the LUMO energy (spin up / spin down) is -0.1753 / -0.2929 eV. For the energy above the lowest of the compared OMol25 structures with the same formula, charge and spin, the calculation gives 2.542 eV. The calculation puts the energy at -20678.422 eV. For the HOMO energy (spin up / spin down), the calculation gives -0.335 / -0.301 Eh. The calculation puts the HOMO-LUMO gap (spin up / spin down) at 0.3290 / 0.2905 hartree. Its total charge is 0.

Atoms and positions in Å:
C (-0.80, -0.21, 0.03)
O (1.76, -1.30, -0.16)
H (-2.47, 0.77, 0.12)
Cl (2.29, 1.12, 0.43)
H (-1.35, 1.31, -1.01)
O (-0.76, -1.20, 0.70)
N (-1.51, 0.92, -0.12)
H (1.23, -1.35, 0.63)
N (1.62, -0.06, -0.62)



Q: Which value of total charge does entry 3 give?
A: 0



Q: Among the records above, which one has the lowest energy?
A: C3H3Br



Repeat the first record exactly.
Entry from OMol25: one molecule with the formula C3H3Br at a distorted geometry (the ωB97M-V functional and the def2-TZVPD basis).

The value obtained for the LUMO energy is 0.6932 eV. For the energy above the lowest of the compared OMol25 structures with the same formula, charge and spin, the calculation gives 2.964 eV. The calculation puts the energy at -73197.014 eV. For the HOMO energy, the calculation gives -0.312 Eh. The calculation puts the HOMO-LUMO gap at 0.3375 hartree. Its total charge is 0.

Atoms and positions in Å:
H (-0.67, 1.71, 0.29)
H (-1.53, -0.19, 0.77)
C (0.21, 0.01, -0.77)
C (-0.69, 0.40, 0.26)
H (0.44, 0.63, -1.61)
C (0.39, -0.80, 0.18)
Br (1.84, -1.76, 0.87)



Q: What is the energy in the second record?
A: -6290.545 eV